# 1
Computed, not measured: the molecule C3H3BrO2, with ωB97M-V with the def2-TZVPD basis set.

Properties
SMILES string   O=C[C@@]1(Br)CO1
HOMO level (spin up / spin down)   -0.3853 / -0.3853 Ha
Kohn-Sham gap (spin up / spin down)   9.8 / 9.8 eV
LUMO level (spin up / spin down)   -0.024 / -0.024 Ha

```
9
Properties=species:S:1:pos:R:3:lowdin_charge:R:1
O -1.145 -2.191 0.079 0.065
C -0.256 -1.398 -0.008 -0.300
C -0.445 0.058 0.124 -0.634
Br -2.187 0.688 0.261 0.872
C 0.690 1.025 0.087 -0.305
O 0.429 0.768 -1.241 -0.070
H 0.799 -1.679 -0.179 0.141
H 0.453 2.041 0.422 0.113
H 1.663 0.689 0.456 0.118
```

***

# 2
Computed, not measured: the molecule C3H3BrOS, with ωB97M-V with the def2-TZVPD basis set.

Properties
SMILES string   CC(=O)C(=S)Br
HOMO level (spin up / spin down)   -0.3397 / -0.3401 Ha
Kohn-Sham gap (spin up / spin down)   6.7 / 6.7 eV
LUMO level (spin up / spin down)   -0.095 / -0.094 Ha

```
9
Properties=species:S:1:pos:R:3:lowdin_charge:R:1
C -0.364 -1.009 -0.615 -0.079
C -0.055 -0.164 0.604 -0.594
O -0.314 -0.585 1.721 0.087
C 0.472 1.186 0.405 -0.979
S 0.837 2.499 1.816 0.474
Br 0.731 1.818 -1.272 0.806
H -1.205 -0.541 -1.277 0.119
H 0.531 -1.313 -1.278 0.111
H -0.633 -1.892 -0.104 0.055
```

***

# 3
Computed, not measured: the molecule C3H3BrOS, with ωB97M-V with the def2-TZVPD basis set.

Properties
SMILES string   O=C(Br)CC=S
HOMO level   -0.3445 Ha
Kohn-Sham gap   8.5 eV
LUMO level   -0.033 Ha

```
9
Properties=species:S:1:pos:R:3:lowdin_charge:R:1
O -0.517 2.085 -1.318 0.048
C 0.178 1.297 -0.794 -0.805
Br 2.129 1.536 -0.891 0.641
C -0.401 0.145 0.153 -0.127
C 0.019 -1.515 0.665 -0.637
S -0.309 -2.885 -0.073 0.691
H -1.350 0.058 -0.332 0.076
H -0.433 0.752 0.975 0.052
H 0.684 -1.473 1.615 0.062
```

***

# 4
Computed, not measured: a cluster of 2 separate species, C3H3Cl2F3O in total, with ωB97M-V with the def2-TZVPD basis set.

Properties
HOMO level (spin up / spin down)   -0.3324 / -0.3045 Ha
Kohn-Sham gap (spin up / spin down)   8.8 / 7.8 eV
LUMO level (spin up / spin down)   -0.008 / -0.019 Ha

```
12
Properties=species:S:1:pos:R:3:lowdin_charge:R:1
C -0.551 0.757 0.468 -0.059
C -1.454 0.706 -0.607 -0.405
C 1.165 -1.066 0.114 -1.205
O 1.798 -1.121 1.282 -0.080
F 0.477 1.751 0.389 -0.072
F -2.637 0.128 -0.347 0.074
F -1.003 -0.067 -1.724 -0.045
Cl 2.072 -0.303 -1.156 0.705
Cl 0.150 -2.457 -0.140 0.687
H -0.860 0.456 1.527 0.159
H -1.633 1.638 -1.025 0.138
H 2.477 -0.420 1.220 0.104
```

***

# 5
Computed, not measured: the molecule C3H3Cl2N3, with ωB97M-V with the def2-TZVPD basis set.

Properties
SMILES string   [H]/N=C1/NN=CC1(Cl)Cl
HOMO level   -0.3531 Ha
Kohn-Sham gap   8.9 eV
LUMO level   -0.027 Ha

```
11
Properties=species:S:1:pos:R:3:lowdin_charge:R:1
H 0.115 1.734 2.086 0.102
N -0.752 1.288 1.548 0.100
C -0.507 0.268 0.690 -0.446
N -1.457 -0.460 0.013 -0.005
N -0.921 -0.990 -1.137 0.043
C 0.302 -0.842 -1.197 -0.317
C 0.805 -0.121 -0.008 -0.948
Cl 2.088 -1.183 0.943 0.496
Cl 1.871 1.218 -0.760 0.545
H -2.536 -0.044 0.085 0.242
H 0.992 -0.868 -2.265 0.189
```

***

# 6
Computed, not measured: the molecule C3H3Cl2NO2S, with ωB97M-V with the def2-TZVPD basis set.

Properties
SMILES string   C=C=NS(=O)(=O)C(Cl)Cl
HOMO level   -0.3305 Ha
Kohn-Sham gap   9.3 eV
LUMO level   0.010 Ha

```
12
Properties=species:S:1:pos:R:3:lowdin_charge:R:1
C 2.920 0.046 0.189 -0.007
C 1.659 -0.329 -0.063 -0.196
N 0.456 -0.541 0.067 -0.034
S -1.219 -0.948 -0.072 0.538
O -1.389 -1.619 -1.313 -0.281
O -1.703 -1.591 1.112 -0.281
C -1.821 0.789 -0.117 -1.191
Cl -1.188 1.543 -1.610 0.589
Cl -1.448 1.549 1.403 0.641
H 3.164 -0.332 1.272 0.109
H 3.522 0.537 -0.528 0.028
H -2.952 0.896 -0.340 0.086
```

***

# 7
Computed, not measured: the molecule C3H3Cl3NO2P, with ωB97M-V with the def2-TZVPD basis set.

Properties
SMILES string   O=C=N[C@@H](CCl)P(=O)(Cl)Cl
HOMO level   -0.3932 Ha
Kohn-Sham gap   11.0 eV
LUMO level   0.011 Ha

```
13
Properties=species:S:1:pos:R:3:lowdin_charge:R:1
O 1.945 1.280 -2.504 0.183
C 1.602 0.642 -1.596 -0.351
N 1.400 -0.033 -0.623 0.096
C 0.393 -0.214 0.434 -0.568
C -0.052 1.043 1.171 -0.478
Cl -0.968 1.912 -0.179 0.586
P -0.971 -1.130 -0.327 -0.197
O -1.254 -0.836 -1.742 -0.392
Cl -2.473 -0.944 0.900 0.437
Cl -0.543 -3.041 -0.105 0.400
H 0.861 -1.096 1.120 0.148
H 0.801 1.640 1.464 0.081
H -0.741 0.777 1.987 0.055
```

***

# 8
Computed, not measured: the molecule C3H3ClF2, with ωB97M-V with the def2-TZVPD basis set.

Properties
SMILES string   C=CC(F)(F)Cl
HOMO level   -0.4103 Ha
Kohn-Sham gap   11.9 eV
LUMO level   0.027 Ha

```
9
Properties=species:S:1:pos:R:3:lowdin_charge:R:1
C -1.703 -0.602 -1.208 0.012
C -1.191 0.232 -0.374 -0.238
C 0.047 0.362 0.294 -0.864
F 0.653 1.649 0.185 0.009
F -0.196 0.320 1.634 0.049
Cl 1.082 -0.963 -0.323 0.717
H -2.616 -0.749 -1.790 0.069
H -1.039 -1.634 -1.438 0.104
H -1.757 1.074 0.088 0.141
```

***

# 9
Computed, not measured: the molecule C3H3ClF2, with ωB97M-V with the def2-TZVPD basis set.

Properties
SMILES string   FC/C=C(/F)Cl
HOMO level   -0.3664 Ha
Kohn-Sham gap   10.7 eV
LUMO level   0.027 Ha

```
9
Properties=species:S:1:pos:R:3:lowdin_charge:R:1
F -2.224 0.136 0.236 -0.003
C -1.012 0.547 0.059 -0.269
C 0.039 -0.763 -0.010 -0.005
C 1.285 -0.381 -0.135 -0.734
F 2.276 -1.342 -0.337 -0.031
Cl 1.807 1.247 -0.247 0.752
H -1.097 1.244 -0.782 0.116
H -0.697 0.989 0.975 0.085
H -0.375 -1.678 0.241 0.088
```

***

# 10
Computed, not measured: a cluster of 2 separate species, C3H3ClN2 in total, with ωB97M-V with the def2-TZVPD basis set.

Properties
HOMO level (spin up / spin down)   -0.3034 / -0.3035 Ha
Kohn-Sham gap (spin up / spin down)   8.0 / 8.0 eV
LUMO level (spin up / spin down)   -0.011 / -0.011 Ha

```
9
Properties=species:S:1:pos:R:3:lowdin_charge:R:1
C -1.436 1.100 -0.224 -0.369
C 1.003 -0.036 0.562 -0.013
C -1.006 -0.173 -0.679 -0.645
N -1.621 2.200 0.170 0.120
N 1.795 -0.935 0.282 0.093
Cl -1.830 -1.591 -0.155 0.601
H 0.785 0.898 1.087 0.078
H -0.481 -0.190 -1.528 0.010
H 2.792 -1.273 0.484 0.125
```

***

# 11
Computed, not measured: the molecule C3H3ClN2OS, with ωB97M-V with the def2-TZVPD basis set.

Properties
SMILES string   [H]/N=c1/occ(Cl)n1S
HOMO level   -0.3215 Ha
Kohn-Sham gap   9.2 eV
LUMO level   0.016 Ha

```
11
Properties=species:S:1:pos:R:3:lowdin_charge:R:1
H 2.531 1.366 -0.195 0.080
N 2.734 0.292 -0.185 0.148
C 1.647 -0.294 -0.107 -0.505
O 1.472 -1.585 0.130 0.050
C 0.098 -1.891 0.116 -0.071
C -0.621 -0.745 0.128 -0.656
Cl -2.328 -0.373 -0.094 0.641
N 0.300 0.398 0.006 -0.533
S -0.174 1.940 -0.004 0.775
H -0.096 -2.930 -0.128 0.130
H 0.166 2.299 1.364 -0.060
```

***

# 12
Computed, not measured: the molecule C3H3ClN2OS, with ωB97M-V with the def2-TZVPD basis set.

Properties
SMILES string   On1[nH]c(Cl)cc1=S
HOMO level   -0.3214 Ha
Kohn-Sham gap   8.7 eV
LUMO level   -0.002 Ha

```
11
Properties=species:S:1:pos:R:3:lowdin_charge:R:1
O 1.470 1.600 -0.097 -0.039
N 0.542 0.664 0.250 -0.244
N -0.772 0.989 -0.145 0.064
C -1.310 -0.194 -0.017 -0.786
Cl -2.989 -0.500 -0.182 0.707
C -0.413 -1.278 0.270 -0.065
C 0.910 -0.685 0.089 -0.805
S 2.457 -1.088 -0.188 0.708
H 2.049 0.982 -0.669 0.039
H -1.186 1.932 0.402 0.266
H -0.758 -2.422 0.286 0.154
```

***

# 13
Computed, not measured: the molecule C3H3ClN2OS, with ωB97M-V with the def2-TZVPD basis set.

Properties
SMILES string   On1cc(Cl)c(S)n1
HOMO level   -0.3162 Ha
Kohn-Sham gap   9.4 eV
LUMO level   0.028 Ha

```
11
Properties=species:S:1:pos:R:3:lowdin_charge:R:1
O -2.593 -0.033 -0.022 0.079
N -1.269 -0.088 0.027 -0.258
C -0.536 -1.139 -0.103 -0.064
C 0.780 -0.682 -0.027 -0.687
Cl 2.216 -1.644 0.012 0.656
C 0.687 0.695 0.005 -0.727
S 1.985 1.895 -0.062 0.793
N -0.588 1.087 0.078 0.092
H -2.735 0.942 0.040 0.141
H -0.936 -2.117 -0.218 0.135
H 2.990 1.084 0.271 -0.160
```

***

# 14
Computed, not measured: a structure of composition C3H3ClN2OS2, with ωB97M-V with the def2-TZVPD basis set.

Properties
Spin multiplicity   3
HOMO level (spin up / spin down)   -0.2225 / -0.3583 Ha
Kohn-Sham gap (spin up / spin down)   5.7 / 6.7 eV
LUMO level (spin up / spin down)   -0.014 / -0.113 Ha
Expectation value of S²   2.02

```
12
Properties=species:S:1:pos:R:3:lowdin_charge:R:1
C -0.086 0.366 -0.062 -0.333
C 1.207 -0.211 -0.168 -0.581
C -1.440 -0.834 -0.662 -0.966
N -0.462 1.523 0.204 -0.387
N 2.092 0.359 0.696 0.186
O 1.375 -1.233 -0.806 0.037
S -2.875 0.157 -0.489 0.575
S -2.028 1.934 0.290 0.662
Cl -1.431 -2.034 0.627 0.575
H -0.941 -1.319 -1.483 0.046
H 1.575 1.179 1.050 0.105
H 3.015 0.114 0.802 0.082
```

***

# 15
Computed, not measured: the molecule C3H3ClN2S, with ωB97M-V with the def2-TZVPD basis set.

Properties
SMILES string   CS/N=C(\Cl)C#N
HOMO level (spin up / spin down)   -0.3173 / -0.3180 Ha
Kohn-Sham gap (spin up / spin down)   7.7 / 7.6 eV
LUMO level (spin up / spin down)   -0.035 / -0.040 Ha

```
10
Properties=species:S:1:pos:R:3:lowdin_charge:R:1
C 0.442 1.091 -1.730 -0.344
S 0.046 1.412 0.013 0.830
N -0.109 -0.184 0.232 -0.353
C -0.453 -0.685 1.648 -0.816
Cl -0.923 0.237 2.928 0.750
C -0.425 -2.060 1.559 -0.319
N -0.332 -3.180 1.364 0.170
H 1.556 1.008 -1.779 0.054
H 0.335 2.050 -2.324 0.064
H -0.135 0.312 -1.911 -0.037
```

***

# 16
Computed, not measured: a cluster of 2 separate species, C3H3ClO2 in total, with ωB97M-V with the def2-TZVPD basis set.

Properties
HOMO level (spin up / spin down)   -0.3045 / -0.3028 Ha
Kohn-Sham gap (spin up / spin down)   8.3 / 8.1 eV
LUMO level (spin up / spin down)   0.002 / -0.007 Ha

```
9
Properties=species:S:1:pos:R:3:lowdin_charge:R:1
C -1.813 0.277 0.226 -0.713
C 1.319 -0.467 0.212 -0.099
C 0.573 0.606 -0.351 -0.103
O -2.411 1.233 0.488 0.025
O 0.975 -0.366 -1.185 -0.001
Cl -2.286 -1.370 -0.012 0.624
H 2.331 -0.371 0.492 0.107
H 0.645 -1.158 0.603 0.073
H 0.666 1.615 -0.473 0.086
```

***

# 17
Computed, not measured: the molecule C3H3ClS, with ωB97M-V with the def2-TZVPD basis set.

Properties
SMILES string   C#CCSCl
HOMO level   -0.3377 Ha
Kohn-Sham gap   9.4 eV
LUMO level   0.007 Ha

```
8
Properties=species:S:1:pos:R:3:lowdin_charge:R:1
C -0.968 0.420 1.907 0.130
C -0.408 0.342 0.852 -0.242
C 0.260 0.235 -0.417 -0.564
S 0.280 -1.533 -0.944 0.408
Cl 1.260 -1.334 -2.707 0.087
H -1.453 0.499 2.833 0.023
H 1.297 0.568 -0.339 0.079
H -0.269 0.803 -1.184 0.079
```

***

# 18
Computed, not measured: the molecule C3H3ClS, with ωB97M-V with the def2-TZVPD basis set.

Properties
SMILES string   CSC#CCl
HOMO level   -0.3144 Ha
Kohn-Sham gap   8.6 eV
LUMO level   0.002 Ha

```
8
Properties=species:S:1:pos:R:3:lowdin_charge:R:1
C 0.898 0.629 -0.971 -0.351
S -0.973 0.586 -0.872 0.790
C -1.162 -0.584 0.325 -0.532
C -1.139 -0.706 1.614 -0.657
Cl -1.381 -1.707 2.917 0.648
H 1.290 1.229 -1.783 0.027
H 1.251 -0.371 -1.267 0.039
H 1.216 0.924 0.038 0.038
```

***

# 19
Computed, not measured: the molecule C3H3ClS, with ωB97M-V with the def2-TZVPD basis set.

Properties
SMILES string   CSC#CCl
HOMO level   -0.3116 Ha
Kohn-Sham gap   9.1 eV
LUMO level   0.022 Ha

```
8
Properties=species:S:1:pos:R:3:lowdin_charge:R:1
C -1.577 0.123 -0.020 -0.380
S -0.128 1.203 0.047 0.859
C 1.220 0.234 0.035 -0.560
C 2.379 -0.213 -0.201 -0.644
Cl 3.813 -1.002 0.142 0.640
H -1.391 -0.866 0.066 -0.007
H -2.086 0.167 -0.954 0.025
H -2.230 0.354 0.884 0.067
```

***

# 20
Computed, not measured: the molecule C3H3ClS, with ωB97M-V with the def2-TZVPD basis set.

Properties
SMILES string   CSC#CCl
HOMO level   -0.3118 Ha
Kohn-Sham gap   9.3 eV
LUMO level   0.029 Ha

```
8
Properties=species:S:1:pos:R:3:lowdin_charge:R:1
C -0.138 0.346 0.310 -0.388
S 0.068 2.011 -0.433 0.804
C -0.448 2.798 1.037 -0.480
C -0.762 2.896 2.251 -0.784
Cl -1.111 3.064 3.771 0.761
H -0.290 -0.266 -0.606 0.037
H -1.032 0.405 0.851 0.004
H 0.626 -0.126 0.913 0.045
```

***

For reference, F_max by record: 3.48; 7.53; 3.81; 5.40; 5.58; 3.44; 3.61; 6.50; 5.42; 4.96; 5.24; 5.99; 2.97; 5.41; 8.31; 4.55; 0.83; 5.29; 4.69; 7.35 eV/Å.